{
  "formula": "C30H69CrN5O5",
  "method": "wB97M-V/def2-TZVPD",
  "species": ["Cr", "C", "C", "C", "C", "C", "C", "N", "O", "C", "C", "C", "H", "H", "H", "H", "H", "H", "H", "H", "H", "H", "H", "H", "H", "H", "H", "H", "H", "H", "C", "C", "C", "C", "C", "C", "N", "O", "C", "C", "C", "H", "H", "H", "H", "H", "H", "H", "H", "H", "H", "H", "H", "H", "H", "H", "H", "H", "H", "C", "C", "C", "O", "C", "N", "H", "H", "H", "H", "H", "H", "H", "H", "H", "H", "H", "C", "C", "C", "O", "C", "N", "H", "H", "H", "H", "H", "H", "H", "H", "H", "H", "H", "C", "C", "C", "O", "C", "N", "H", "H", "H", "H", "H", "H", "H", "H", "H", "H", "H"],
  "positions_angstrom": [[0.30718, 0.36366, 0.37840], [-2.96260, 2.42069, -2.14491], [-3.54416, 2.59944, -0.68860], [-5.11679, 2.74257, -0.93596], [-5.90269, 2.62905, 0.35716], [-5.54305, 1.39005, 1.19243], [-3.99213, 1.24286, 1.41383], [-3.22996, 1.46029, 0.12645], [-1.77060, 1.39378, 0.30611], [-3.82983, -0.15852, 1.87919], [-3.75363, 2.08218, 2.72156], [-3.05487, 3.97910, -0.08316], [-3.19946, 3.35165, -2.65999], [-3.58265, 1.73117, -2.71778], [-1.89967, 2.18702, -2.20569], [-5.49818, 1.88815, -1.49508], [-5.43725, 3.65123, -1.44560], [-6.96987, 2.64479, 0.13587], [-5.68300, 3.51181, 0.95763], [-5.88359, 0.51024, 0.64649], [-6.00549, 1.47776, 2.17557], [-3.77799, -0.82917, 1.02149], [-4.64074, -0.57790, 2.47471], [-2.87569, -0.23501, 2.40060], [-4.08179, 1.64880, 3.66633], [-4.34611, 2.99621, 2.68146], [-2.71808, 2.29563, 2.98647], [-3.27434, 4.83392, -0.72285], [-1.97271, 3.86343, -0.02268], [-3.37258, 4.16765, 0.94232], [4.77663, -0.65373, -1.54793], [4.62902, -1.71437, -0.40121], [6.09019, -1.74462, 0.16243], [6.23563, -2.40720, 1.52496], [5.32937, -1.75511, 2.53918], [3.81140, -1.77642, 2.06892], [3.73749, -1.16136, 0.68132], [2.39315, -0.77380, 0.31146], [3.03345, -0.99197, 3.16602], [3.37369, -3.23535, 2.32803], [4.19419, -3.09518, -1.04462], [3.78778, -0.48100, -1.97272], [5.45223, -1.09377, -2.28144], [5.09976, 0.29374, -1.11664], [6.52669, -0.74710, 0.21274], [6.77114, -2.19363, -0.56060], [7.28275, -2.47911, 1.81904], [5.84921, -3.41367, 1.36434], [5.70374, -0.73142, 2.53996], [5.58190, -2.27801, 3.46163], [3.48251, -1.22271, 4.13204], [1.96425, -1.18552, 3.07955], [3.26216, 0.06105, 3.00186], [2.33690, -3.49050, 2.10873], [3.30782, -3.34790, 3.41020], [4.09575, -3.93961, 1.91482], [3.12778, -3.31885, -1.01519], [4.73156, -3.93964, -0.61311], [4.36306, -3.23033, -2.11295], [-0.20241, -3.68068, 0.57126], [-0.77429, -2.49295, -0.18243], [-2.06374, -2.93291, -0.94973], [-2.36463, -1.84485, -1.88141], [-3.75695, -2.07426, -2.28129], [-0.95328, -1.34975, 0.66664], [0.48666, -4.19933, -0.09529], [-0.82987, -4.37544, 1.12955], [0.44239, -3.15704, 1.27704], [-0.03819, -2.20316, -0.93229], [-2.87592, -2.92933, -0.22278], [-2.07523, -3.90596, -1.44079], [-4.46993, -1.75854, -1.51966], [-3.91565, -3.08211, -2.66490], [-3.91780, -1.48981, -3.18719], [-1.90292, -1.07382, 0.46136], [-1.09129, -1.69662, 1.60511], [1.10368, 2.64868, 4.15276], [0.50425, 2.23438, 2.76170], [1.42464, 2.87360, 1.69956], [1.06727, 2.35778, 0.33069], [2.03282, 2.72034, -0.61377], [0.47177, 0.79981, 2.67639], [0.69399, 2.19028, 5.05283], [1.09202, 3.73438, 4.24878], [2.08665, 2.19376, 4.27486], [-0.53812, 2.49832, 2.58305], [2.47171, 2.68952, 1.94009], [1.30220, 3.95162, 1.80425], [1.52200, 2.54985, -1.56145], [2.89504, 2.05572, -0.55940], [2.27379, 3.78218, -0.56348], [1.33032, 0.44904, 3.07635], [-0.31175, 0.40981, 3.18046], [1.40764, -1.24326, -3.20208], [0.78416, 0.17484, -3.09543], [-0.06998, 0.52081, -4.33916], [-1.03622, -0.41144, -4.79192], [-2.22982, 0.19941, -5.41969], [-0.14098, 0.20583, -1.92875], [2.22893, -1.32092, -3.91451], [0.64949, -2.01453, -3.33788], [1.93983, -1.45078, -2.27374], [1.58083, 0.89711, -2.91728], [0.62680, 0.68711, -5.16071], [-0.48815, 1.49391, -4.08166], [-2.03931, 1.16923, -5.87930], [-2.99054, 0.22337, -4.63941], [-2.59134, -0.39797, -6.25668], [-0.58762, -0.69948, -1.96084], [-0.88184, 0.85885, -2.14040]],
  "mulliken_charge": [2.034, -1.496, 1.234, -1.160, -0.814, -1.283, 1.502, 0.188, 0.773, -1.573, -1.358, -1.426, 0.545, 0.448, -0.067, 0.352, 0.422, 0.460, 0.312, 0.446, 0.400, 0.074, 0.473, 0.058, 0.426, 0.434, -0.116, 0.450, 0.046, 0.287, -1.882, 1.471, -1.398, -0.718, -0.995, 1.362, 0.116, 0.805, -2.317, -1.249, -1.398, 0.114, 0.530, 0.446, 0.467, 0.469, 0.494, 0.183, 0.364, 0.431, 0.347, 0.436, 0.516, -0.024, 0.517, 0.318, 0.050, 0.411, 0.477, -1.000, 1.681, -1.448, -0.176, -0.815, 0.501, 0.378, 0.422, -0.195, -1.096, 0.431, 0.559, 0.238, 0.372, 0.169, -0.691, 0.403, -1.479, 1.005, -1.097, 0.096, -0.843, -0.984, 0.395, 0.397, 0.387, -0.598, 0.353, 0.511, 0.105, 0.135, 0.378, 0.001, 0.349, -1.741, 0.585, -1.348, -0.354, -0.579, 1.907, 0.485, 0.479, 0.071, 0.556, 0.537, 0.534, 0.353, 0.053, 0.262, -0.805, -1.250],
  "charge": 1,
  "homo_energy_ev": [-8.40, -8.41],
  "homo_lumo_gap_ev": [6.5, 4.3],
  "s_squared": 8.7654,
  "lumo_ev": [-1.903, -4.077],
  "mol_weight_da": 631.9,
  "multiplicity": 6
}


{
  "formula": "C30H70N10O10",
  "method": "wB97M-V/def2-TZVPD",
  "species": ["C", "N", "C", "C", "O", "H", "H", "H", "H", "H", "H", "H", "C", "N", "C", "C", "O", "H", "H", "H", "H", "H", "H", "H", "C", "N", "C", "C", "O", "H", "H", "H", "H", "H", "H", "H", "C", "N", "C", "C", "O", "H", "H", "H", "H", "H", "H", "H", "C", "N", "C", "C", "O", "H", "H", "H", "H", "H", "H", "H", "C", "N", "C", "C", "O", "H", "H", "H", "H", "H", "H", "H", "C", "N", "C", "C", "O", "H", "H", "H", "H", "H", "H", "H", "C", "N", "C", "C", "O", "H", "H", "H", "H", "H", "H", "H", "C", "N", "C", "C", "O", "H", "H", "H", "H", "H", "H", "H", "C", "N", "C", "C", "O", "H", "H", "H", "H", "H", "H", "H"],
  "positions_angstrom": [[-33.71501, 27.67232, 1.95594], [-33.06139, 28.98120, 2.09493], [-31.91056, 29.12265, 1.23965], [-33.59836, 29.87865, 2.95559], [-33.08870, 30.96588, 3.17167], [-33.98566, 27.52770, 0.90496], [-34.62736, 27.55816, 2.53313], [-32.99356, 26.89035, 2.20199], [-31.26645, 28.24378, 1.27214], [-32.27984, 29.15376, 0.20657], [-31.41776, 30.06337, 1.47388], [-34.46634, 29.42922, 3.45880], [-28.01883, 36.00229, 1.59583], [-26.92930, 36.77335, 1.01854], [-26.49524, 37.92215, 1.79555], [-26.46449, 36.61234, -0.24634], [-25.59508, 37.26933, -0.75813], [-28.94974, 36.56899, 1.63389], [-27.63056, 35.84912, 2.60846], [-28.13699, 35.01193, 1.16143], [-27.32598, 38.63321, 1.86860], [-26.31479, 37.61000, 2.82703], [-25.64112, 38.47781, 1.42805], [-26.97843, 35.76903, -0.73418], [-30.51142, 34.19756, 3.79925], [-29.78937, 33.09096, 4.40395], [-28.34625, 33.21229, 4.34898], [-30.46665, 32.05357, 4.91439], [-30.02772, 31.05992, 5.46258], [-29.95245, 35.10426, 4.05061], [-31.53006, 34.22879, 4.17539], [-30.48222, 34.21088, 2.70632], [-28.08549, 33.62389, 3.37402], [-27.87156, 33.86404, 5.08767], [-27.94606, 32.20967, 4.50191], [-31.55204, 32.15961, 4.77584], [-27.51800, 29.35940, 2.59620], [-26.33412, 28.51701, 2.52548], [-26.72162, 27.11112, 2.47389], [-25.10064, 29.00014, 2.25504], [-24.14946, 28.33873, 1.88799], [-28.18564, 28.85731, 3.30162], [-28.13851, 29.32062, 1.69546], [-27.34786, 30.35575, 2.99216], [-27.34365, 26.81683, 3.31434], [-27.23894, 26.97588, 1.51945], [-25.88262, 26.42144, 2.41563], [-25.06164, 30.08606, 2.48626], [-31.36660, 33.68647, -1.79610], [-31.74818, 34.10167, -0.44982], [-31.88733, 33.02364, 0.53205], [-31.67647, 35.40772, -0.08176], [-31.67928, 35.85796, 1.04544], [-30.81966, 34.47681, -2.30135], [-32.23991, 33.27966, -2.30423], [-30.65749, 32.85793, -1.70385], [-30.94573, 32.47567, 0.61509], [-32.25080, 33.40381, 1.47908], [-32.61363, 32.32139, 0.11600], [-31.57873, 36.08717, -0.94678], [-32.78110, 38.12940, 6.50553], [-33.70631, 37.68204, 5.48768], [-33.07802, 37.09504, 4.33078], [-35.03914, 37.83702, 5.60824], [-35.86706, 37.36160, 4.85538], [-31.96026, 38.66946, 6.02516], [-32.32362, 37.20606, 6.88202], [-33.18876, 38.75556, 7.29260], [-33.74227, 36.88537, 3.49464], [-32.38811, 37.82794, 3.90921], [-32.62200, 36.14948, 4.62858], [-35.34159, 38.52566, 6.41147], [-32.38790, 30.72376, 7.41809], [-33.47642, 31.30728, 6.64159], [-34.63295, 30.45568, 6.39475], [-33.59406, 32.64444, 6.53548], [-32.93040, 33.49129, 7.10753], [-32.68359, 30.37717, 8.40886], [-31.61468, 31.48440, 7.40538], [-32.04452, 29.89183, 6.79871], [-34.24127, 29.52709, 5.98024], [-35.04655, 30.28786, 7.39670], [-35.36819, 30.97555, 5.78683], [-34.44256, 32.91666, 5.88531], [-30.06975, 40.92994, 5.19646], [-29.74431, 39.55865, 4.82985], [-29.83590, 39.29104, 3.40422], [-29.38174, 38.65282, 5.76278], [-29.11751, 37.48678, 5.54131], [-31.13899, 41.04630, 5.41952], [-29.83385, 41.63401, 4.40600], [-29.63030, 41.19652, 6.15875], [-30.88384, 39.18972, 3.11497], [-29.23850, 39.99956, 2.83916], [-29.47320, 38.28350, 3.18739], [-29.48938, 39.11202, 6.76225], [-30.46580, 27.97958, 4.56170], [-29.63916, 26.86533, 4.99380], [-29.78605, 25.58353, 4.34315], [-28.64011, 27.10718, 5.86030], [-27.92848, 26.22139, 6.30281], [-30.04720, 28.91342, 4.93470], [-31.49749, 27.89012, 4.91284], [-30.53036, 28.11440, 3.47821], [-29.70235, 25.48816, 3.25786], [-29.00761, 24.92661, 4.73017], [-30.74565, 25.14247, 4.62568], [-28.40998, 28.15358, 6.08747], [-29.35496, 34.20888, 9.82532], [-28.94742, 34.78918, 8.56887], [-29.85782, 34.47734, 7.45323], [-28.18469, 35.91038, 8.62148], [-27.65502, 36.32884, 9.63284], [-28.55316, 34.00828, 10.53018], [-29.75012, 33.19691, 9.66334], [-30.21721, 34.73412, 10.24701], [-29.57143, 33.46552, 7.16270], [-30.88632, 34.50822, 7.80513], [-29.69868, 35.15298, 6.61414], [-28.01584, 36.41147, 7.65626]],
  "mulliken_charge": [-0.958, 0.250, -0.985, 0.135, -0.481, 0.352, 0.319, 0.285, 0.422, 0.386, 0.065, 0.194, -0.726, 0.016, -0.861, 0.163, -0.570, 0.184, 0.236, 0.396, 0.212, 0.305, 0.356, 0.322, -0.582, 0.708, -0.955, 0.192, -0.822, 0.162, 0.291, -0.032, 0.284, 0.229, 0.155, 0.234, -0.181, 0.166, -0.828, 0.165, -0.581, -0.145, 0.349, 0.028, 0.166, 0.345, 0.339, 0.290, -1.029, 0.215, -1.092, -0.044, -0.501, 0.411, 0.300, 0.297, 0.345, 0.303, 0.430, 0.430, -0.571, 0.238, -0.699, 0.110, -0.582, -0.065, 0.242, 0.426, 0.350, -0.116, 0.371, 0.291, -0.389, 0.437, -0.916, -0.020, -0.659, 0.350, -0.106, 0.110, 0.199, 0.372, 0.273, 0.367, -0.947, 0.269, -0.892, -0.037, -0.524, 0.301, 0.320, 0.334, 0.262, 0.463, 0.014, 0.345, -0.604, 0.159, -1.152, 0.203, -0.613, -0.073, 0.471, 0.155, 0.306, 0.398, 0.376, 0.380, -1.035, 0.093, -0.265, 0.077, -0.623, 0.322, 0.345, 0.351, 0.145, 0.432, -0.193, 0.364],
  "charge": 0,
  "homo_energy_ev": -8.83,
  "homo_lumo_gap_ev": 8.7,
  "smiles": "CN(C)C=O.CN(C)C=O.CN(C)C=O.CN(C)C=O.CN(C)C=O.CN(C)C=O.CN(C)C=O.CN(C)C=O.CN(C)C=O.CN(C)C=O",
  "relative_energy_kj_mol": 713.2,
  "lumo_ev": -0.091,
  "mol_weight_da": 730.9
}